C22H25Cl5IN6OReS as an isolated structure. Source: the Open Molecules 2025 dataset; level of theory: the ωB97M-V functional and the def2-TZVPD basis.

```
62
Properties=species:S:1:pos:R:3:nbo_charge:R:1
Re 1.015 0.952 -0.154 1.06
Cl -1.420 2.194 2.531 0.07
C -1.151 3.042 1.054 0.04
C -0.270 2.558 0.078 -0.40
C -0.130 3.351 -1.056 -0.08
Cl 1.020 2.674 -2.202 0.14
C -0.776 4.543 -1.306 -0.10
Cl -0.499 5.401 -2.748 0.15
C -1.660 4.997 -0.316 -0.05
Cl -2.497 6.448 -0.551 0.19
C -1.842 4.246 0.859 -0.11
Cl -2.915 4.821 2.047 0.16
I 6.193 2.467 3.004 0.35
C 4.507 2.582 1.836 -0.30
C 4.000 3.698 1.187 0.03
N 2.896 3.324 0.532 -0.31
N 2.624 2.013 0.729 -0.36
C 3.616 1.563 1.525 -0.03
H 4.353 4.717 1.160 0.28
H 2.259 3.913 0.019 0.44
H 3.649 0.532 1.839 0.24
N -3.736 -3.422 -4.022 -0.11
C -3.015 -2.742 -3.444 0.18
C -2.124 -1.896 -2.706 -0.04
C -1.038 -2.442 -2.021 -0.19
C -0.219 -1.601 -1.303 0.04
N -0.406 -0.267 -1.243 -0.51
C -1.452 0.253 -1.914 0.07
C -2.329 -0.521 -2.646 -0.18
H -0.840 -3.504 -2.051 0.27
H 0.628 -1.997 -0.757 0.22
H -1.593 1.323 -1.848 0.23
H -3.158 -0.057 -3.164 0.28
C -0.862 -4.785 1.422 -0.63
C -0.680 -3.824 2.582 -0.23
N 0.030 -2.581 2.181 -0.53
C -0.431 -1.396 1.848 0.40
S 0.865 -0.118 1.752 0.25
N -1.669 -1.012 1.656 -0.55
C -2.945 -1.764 1.750 -0.23
C -3.587 -1.631 3.120 -0.63
H -1.353 -5.690 1.777 0.27
H 0.099 -5.078 0.998 0.23
H -1.481 -4.358 0.631 0.20
H -0.060 -4.269 3.358 0.25
H -1.619 -3.549 3.052 0.22
H 1.037 -2.639 2.252 0.43
H -1.781 -0.007 1.571 0.43
H -2.762 -2.797 1.470 0.22
H -3.589 -1.335 0.983 0.23
H -2.955 -2.038 3.910 0.22
H -4.533 -2.172 3.129 0.26
H -3.799 -0.588 3.355 0.23
C 3.806 -0.178 -3.433 -0.67
C 2.455 -0.379 -2.807 -0.05
O 2.481 0.170 -1.403 -0.72
H 3.785 -0.591 -4.442 0.29
H 4.586 -0.707 -2.883 0.24
H 4.060 0.880 -3.520 0.23
H 2.192 -1.427 -2.698 0.21
H 1.661 0.156 -3.324 0.20
H 3.362 0.543 -1.234 0.54
```

Summary:
Energy above the lowest of the compared OMol25 structures with the same formula, charge and spin in kcal/mol: 0.0
Charge: +3
2S+1: 2

---

A 9-piece molecular cluster, C38H50N2O29 overall. Source: the Open Molecules 2025 dataset; level of theory: the ωB97M-V functional and the def2-TZVPD basis.

```
119
Properties=species:S:1:pos:R:3:lowdin_charge:R:1
C 0.221 -0.740 4.005 -0.04
C -0.762 -0.342 2.812 -0.37
O -1.900 0.387 3.313 -0.07
C 0.054 0.538 1.783 -0.08
C -0.041 0.077 0.300 -0.06
C 0.222 -1.306 -0.161 -0.07
C 0.622 -2.433 0.830 -0.14
C 1.933 -3.228 0.390 -0.16
C 3.190 -2.282 0.398 -0.24
O 3.619 -2.155 -0.974 -0.09
C 0.087 -1.579 -1.614 -0.17
N 0.277 -2.875 -2.179 0.12
C -0.253 -0.517 -2.596 0.07
C -0.506 0.828 -2.155 -0.05
C -0.370 1.070 -0.703 -0.04
C -0.657 2.576 -0.599 -0.34
O -0.722 3.341 0.344 0.07
N -0.822 3.103 -1.919 -0.04
O -1.588 4.227 -2.087 0.05
C -0.896 2.099 -2.946 -0.33
O -1.186 2.219 -4.097 0.15
H 1.302 -0.585 3.756 0.07
H 0.123 -1.829 4.275 0.05
H 0.016 -0.106 4.916 0.09
H -1.145 -1.305 2.400 0.13
H -1.621 0.951 4.052 0.08
H 1.138 0.670 2.047 0.12
H -0.386 1.576 1.830 0.11
H -0.246 -3.150 0.930 0.13
H 0.853 -2.053 1.863 0.10
H 1.798 -3.819 -0.544 0.10
H 2.091 -3.984 1.214 0.11
H 2.924 -1.276 0.826 0.11
H 3.978 -2.771 1.040 0.12
H 4.454 -1.658 -0.994 0.09
H -0.126 -3.602 -1.587 0.10
H -0.224 -2.880 -3.071 0.06
H -0.323 -0.727 -3.694 0.13
H -2.334 4.168 -1.460 0.12
O 0.155 -3.878 -5.724 0.16
C -1.030 -3.810 -5.604 -0.55
O -1.922 -4.269 -6.523 0.03
C -3.217 -4.212 -5.917 -0.10
C -3.046 -3.162 -4.860 -0.12
O -1.663 -3.261 -4.533 0.03
H -3.979 -3.948 -6.650 0.14
H -3.454 -5.193 -5.499 0.11
H -3.247 -2.155 -5.235 0.14
H -3.661 -3.342 -3.990 0.11
O -0.482 -3.847 4.710 0.14
C -1.368 -3.755 5.500 -0.56
O -2.642 -4.169 5.274 0.07
C -3.337 -4.102 6.517 -0.13
C -2.545 -3.081 7.286 -0.13
O -1.236 -3.222 6.742 0.06
H -4.373 -3.802 6.367 0.14
H -3.317 -5.089 6.986 0.14
H -2.893 -2.061 7.110 0.13
H -2.544 -3.274 8.358 0.13
O -3.006 -2.452 -11.772 0.16
C -2.140 -2.830 -11.048 -0.56
O -2.344 -3.583 -9.933 0.06
C -1.066 -4.017 -9.474 -0.13
C -0.136 -2.985 -10.047 -0.12
O -0.818 -2.565 -11.227 0.06
H -1.035 -4.052 -8.386 0.10
H -0.871 -5.019 -9.867 0.14
H -0.009 -2.124 -9.386 0.14
H 0.844 -3.393 -10.289 0.13
O -3.969 -2.025 -2.529 0.14
C -4.221 -1.007 -1.959 -0.53
O -4.096 -0.830 -0.620 0.08
C -4.262 0.561 -0.358 -0.12
C -5.062 1.028 -1.543 -0.12
O -4.666 0.121 -2.568 0.07
H -4.780 0.720 0.587 0.14
H -3.275 1.030 -0.305 0.12
H -6.139 0.935 -1.385 0.14
H -4.834 2.056 -1.824 0.13
O 5.381 4.994 0.731 0.16
C 4.195 5.044 0.835 -0.55
O 3.321 4.604 -0.104 0.08
C 2.019 4.626 0.482 -0.13
C 2.162 5.648 1.573 -0.11
O 3.543 5.553 1.917 0.03
H 1.266 4.903 -0.254 0.13
H 1.789 3.631 0.868 0.12
H 1.953 6.664 1.227 0.14
H 1.530 5.431 2.433 0.14
O 5.484 6.882 7.342 0.15
C 5.756 6.876 6.180 -0.55
O 5.717 5.775 5.390 0.07
C 5.881 6.215 4.041 -0.12
C 6.594 7.527 4.202 -0.12
O 6.144 7.975 5.480 0.06
H 6.459 5.494 3.465 0.14
H 4.896 6.326 3.584 0.11
H 7.681 7.413 4.230 0.14
H 6.334 8.242 3.424 0.14
O -3.267 -7.550 -3.848 0.17
C -3.119 -8.165 -4.856 -0.56
O -3.114 -9.521 -4.938 0.07
C -3.142 -9.863 -6.321 -0.13
C -2.569 -8.639 -6.980 -0.12
O -2.932 -7.596 -6.078 0.04
H -2.549 -10.757 -6.512 0.14
H -4.177 -10.054 -6.617 0.13
H -1.480 -8.675 -7.058 0.14
H -2.989 -8.461 -7.969 0.14
O 3.045 10.555 12.112 0.16
C 3.208 9.992 11.076 -0.56
O 3.230 8.640 10.931 0.06
C 3.218 8.363 9.532 -0.13
C 3.781 9.622 8.936 -0.13
O 3.399 10.618 9.883 0.06
H 3.823 7.487 9.303 0.12
H 2.187 8.176 9.219 0.13
H 4.871 9.600 8.865 0.13
H 3.367 9.841 7.953 0.13
```

Summary:
SMILES: C[C@@H](O)Cc1c(CCCO)c(N)cc2c1C(=O)N(O)C2=O.O=C1OCCO1.O=C1OCCO1.O=C1OCCO1.O=C1OCCO1.O=C1OCCO1.O=C1OCCO1.O=C1OCCO1.O=C1OCCO1
2S+1: 1

---

C24H31N6O8PS2Ti as an isolated structure. Source: the Open Molecules 2025 dataset; level of theory: the ωB97M-V functional and the def2-TZVPD basis.

```
73
Properties=species:S:1:pos:R:3:lowdin_charge:R:1
Ti 1.594 -0.978 -0.087 1.08
C -1.975 0.808 -0.005 -0.19
N -0.947 1.042 1.010 -0.08
C -0.826 2.488 1.212 -0.16
N -2.092 3.106 1.612 -0.08
C -3.088 2.818 0.578 -0.17
N -3.272 1.379 0.362 -0.08
C -3.684 0.782 1.638 -0.17
N -2.703 1.016 2.698 -0.08
C -1.426 0.446 2.268 -0.16
C -2.531 2.462 2.854 -0.17
H -2.080 -0.268 -0.157 0.12
H -1.652 1.267 -0.945 0.10
H -0.487 2.949 0.280 0.12
H -0.080 2.679 1.982 0.10
H -2.768 3.279 -0.361 0.12
H -4.043 3.257 0.870 0.12
H -3.810 -0.294 1.501 0.13
H -4.643 1.211 1.935 0.12
H -1.533 -0.630 2.131 0.12
H -0.682 0.624 3.045 0.11
H -1.786 2.650 3.630 0.13
H -3.480 2.903 3.165 0.13
O -0.265 -3.115 2.032 0.13
C -0.340 -2.892 0.852 -0.52
O -0.084 -1.681 0.329 -0.19
C -0.738 -3.929 -0.151 -0.11
C -0.880 -5.249 0.260 0.02
C -1.206 -6.236 -0.658 -0.04
C -1.398 -5.910 -1.991 0.02
C -1.264 -4.587 -2.375 -0.13
C -0.935 -3.590 -1.480 0.03
N -1.459 -4.229 -3.785 -0.34
O -1.769 -5.110 -4.556 0.09
O -1.309 -3.061 -4.098 0.05
H -0.718 -5.484 1.303 0.13
H -1.305 -7.263 -0.337 0.11
H -1.646 -6.657 -2.730 0.12
H -0.827 -2.573 -1.819 0.10
C 2.354 -0.425 1.752 -0.14
C 2.308 1.000 2.178 -0.28
C 2.805 2.009 1.347 -0.03
C 2.811 3.330 1.751 -0.02
C 2.325 3.674 3.012 -0.24
C 1.840 2.679 3.857 -0.03
C 1.831 1.360 3.438 -0.05
C 2.328 5.046 3.438 -0.18
N 2.328 6.143 3.779 0.16
H 1.854 -1.099 2.454 0.08
H 3.383 -0.774 1.612 0.09
H 3.202 1.743 0.373 0.11
H 3.200 4.104 1.103 0.12
H 1.476 2.946 4.841 0.12
H 1.468 0.588 4.105 0.12
O 3.318 -0.940 -1.185 -0.49
S 3.262 -2.462 -1.394 0.13
O 4.528 -3.104 -1.320 -0.30
O 2.375 -2.746 -0.141 -0.45
S 2.147 -2.798 -2.950 0.38
C 0.562 2.719 -2.661 -0.14
P 0.959 0.974 -2.684 0.65
C -0.309 0.103 -3.587 -0.14
C 2.515 0.788 -3.539 -0.16
O 1.015 0.485 -1.227 -0.42
H 0.437 3.089 -3.679 0.07
H 1.370 3.266 -2.174 0.07
H -0.362 2.876 -2.104 0.04
H -0.362 0.472 -4.612 0.08
H -1.273 0.245 -3.098 0.06
H -0.062 -0.959 -3.603 0.01
H 2.537 1.434 -4.416 0.07
H 2.644 -0.257 -3.825 0.01
H 3.321 1.057 -2.855 0.07
```

Summary:
Energy above the lowest of the compared OMol25 structures with the same formula, charge and spin in kcal/mol: 18.2
2S+1: 1

---

Calculated DFT total energy in order - -4331.260024 -3769.474152 -3850.896902 a.u.
Calculated largest force on an atom in order - 0.1 3.5 0.5 eV/Å